# C2H5BO

The molecule C2H5BO in a non-equilibrium geometry (wB97M-V/def2-TZVPD, the OMol25 dataset).

Computed properties:
- LUMO energy: 0.0136 Eh
- Energy: -179.2462 Ha
- Frontier orbital gap: 11.25 eV
- Energy relative to the best compared isomer or geometry (same formula, charge and spin): 2.401 eV

Last columns: bonded neighbours and bond lengths (Å).
Geometry (Å):
1 B -0.191 0.598 0.137  C2 1.549, C3 1.654, H6 1.124, H7 1.107
2 C -1.637 0.176 -0.224  B1 1.549, O4 1.149
3 C 0.956 -0.577 -0.063  B1 1.654, H5 1.156, H8 1.107, H9 1.057
4 O -2.708 -0.240 -0.188  C2 1.149
5 H 0.858 -1.723 0.056  C3 1.156
6 H 0.241 1.472 -0.421  B1 1.124
7 H -0.445 0.898 1.172  B1 1.107
8 H 1.697 -0.109 0.612  C3 1.107
9 H 1.228 -0.495 -1.081  C3 1.057